16
Properties=species:S:1:pos:R:3:forces:R:3 method="wB97M-V/def2-TZVPD" de_lowest_ev=1.555 charge=0 smiles=CCC#CCC
C 2.538455 0.346523 0.134213 0.0 0.0 0.1
C 1.758749 -0.918221 -0.251305 0.0 -0.1 0.0
C 0.334982 -0.855277 0.095828 -0.4 -0.1 0.2
C -0.828962 -0.792933 0.410517 0.3 0.1 -0.2
C -2.225376 -0.309441 0.506067 0.3 -0.7 0.4
C -2.196774 0.932461 -0.373103 0.6 0.4 -0.7
H 2.170811 1.225937 -0.404526 0.0 -0.2 0.1
H 2.448515 0.545884 1.205945 0.0 0.0 -0.1
H 3.600090 0.220530 -0.103087 -0.2 0.0 0.0
H 1.866698 -1.097826 -1.328788 -0.1 0.0 0.2
H 2.184517 -1.787306 0.258246 0.1 0.0 -0.1
H -2.473835 -0.130175 1.560482 0.0 0.2 -0.2
H -2.912803 -1.101188 0.181362 0.1 0.3 -0.2
H -1.836931 0.612234 -1.356635 -0.4 0.0 0.0
H -3.069712 1.572037 -0.510663 -0.2 -0.4 0.4
H -1.358426 1.536767 -0.024550 -0.3 0.3 0.2



10
Properties=species:S:1:pos:R:3:forces:R:3 method="wB97M-V/def2-TZVPD" de_lowest_ev=1.460 charge=0 smiles="C=CC=[SiH2]"
C -0.618352 1.147304 -1.621023 0.5 0.5 5.1
C -0.056098 0.019549 0.598596 1.9 -2.9 -0.5
C 0.004263 0.196639 -0.850169 -0.6 0.9 -0.1
Si 0.450772 -1.342074 1.685003 0.3 2.1 -0.5
H -0.609089 1.023917 -2.609400 0.4 -0.2 -3.9
H -1.044860 2.127529 -1.248857 0.1 -1.7 -0.1
H -0.766008 0.580869 1.070628 -1.6 2.0 1.4
H 0.691375 -0.460410 -1.361160 -0.3 -0.5 -0.3
H 0.654238 -0.785683 3.161228 -0.4 -1.0 -1.5
H 1.293760 -2.507640 1.175153 -0.3 0.7 0.5



16
Properties=species:S:1:pos:R:3:forces:R:3 method="wB97M-V/def2-TZVPD" de_lowest_ev=5.292 s_squared=2.006 spin_multiplicity=3 charge=0
C 1.006906 1.240073 1.137027 -2.6 -0.4 -2.4
C -1.381268 0.528775 -1.258585 -1.6 -4.0 1.9
C 0.191062 -0.041669 1.232404 0.1 -0.5 1.6
N 0.999073 -0.730536 -1.469834 5.2 -1.6 -5.1
N -0.762491 -2.063121 -0.597941 1.0 -1.0 -0.5
S -0.215829 -0.661729 -0.518233 -3.9 3.8 3.9
H 1.984689 1.144218 0.727519 0.5 -0.3 -0.9
H 0.310231 1.888022 0.537850 1.3 0.1 0.3
H 1.167576 1.699367 2.036627 0.0 1.0 2.6
H -1.072512 1.458317 -1.094564 1.2 3.8 1.0
H -1.288665 0.316335 -2.267165 -0.4 -0.6 -2.1
H -2.342460 0.273054 -0.775676 0.0 0.4 -0.7
H -0.627780 -0.011634 1.950078 -0.6 0.5 0.3
H 0.785230 -0.857323 1.588172 0.5 -0.8 0.0
H 1.595813 -1.497757 -1.127618 0.4 -0.3 -0.4
H -1.566437 -2.256005 -0.059434 -1.1 -0.1 0.5



12
Properties=species:S:1:pos:R:3:forces:R:3 method="wB97M-V/def2-TZVPD" de_lowest_ev=3.318 charge=+1 smiles="CC(C)=[N+]=N"
C -0.063172 0.081340 0.029000 0.3 -0.9 0.8
C 1.262786 -0.577284 0.262437 0.4 -0.1 -0.1
C -1.169384 -0.194161 0.976843 -0.7 0.2 0.2
N 0.043570 1.688340 -2.009068 -1.4 -5.1 7.0
N -0.227570 0.729093 -1.011844 1.6 6.4 -7.9
H 1.864642 -0.653424 -0.639901 -0.1 0.0 0.0
H 1.801391 0.048834 0.980301 -0.1 0.0 0.1
H 1.107323 -1.562209 0.702969 0.0 0.1 0.0
H -1.702898 -1.085854 0.630296 0.1 0.0 0.0
H -1.881831 0.627009 1.020205 0.0 0.0 0.0
H -0.770772 -0.407930 1.965300 0.1 0.1 0.0
H -0.264084 1.306246 -2.906538 -0.3 -0.7 -0.1



115
Properties=species:S:1:pos:R:3:forces:R:3 method="wB97M-V/def2-TZVPD" de_lowest_ev=0.449 s_squared=2.035 spin_multiplicity=3 charge=0
O -4.321503 8.576888 2.189690 0.6 0.4 -2.0
V -3.156843 8.667009 1.078949 -2.7 -0.4 2.5
N -1.558132 7.864638 2.095742 0.1 -4.1 1.2
S -1.445203 6.420793 3.029591 -5.7 -4.8 -1.1
O -1.187105 6.509469 4.445754 0.8 0.2 -2.1
O -1.069455 5.234183 2.217250 -0.1 3.2 2.0
F -3.064368 6.359129 2.991139 1.2 -0.8 0.3
S -0.210877 8.311550 2.603323 6.3 7.5 0.6
O 0.972218 7.541922 2.209958 -2.2 0.4 1.2
O -0.267243 9.055368 3.858987 0.6 -1.9 -1.4
F -0.141248 9.564246 1.585997 0.3 0.0 -0.5
C 4.098688 4.920065 -1.827515 -1.0 -0.6 -0.4
C 4.802929 4.554836 -0.542343 1.1 0.9 -0.3
N 4.119483 3.714390 0.421128 -0.2 0.4 0.4
C 5.054944 3.290975 1.545711 -1.5 0.0 -2.0
C 5.495607 4.400924 2.411719 0.5 0.2 1.6
C 2.831033 4.351015 0.870944 0.2 -1.8 -0.1
C 1.985576 3.400729 1.739481 0.1 0.8 0.3
H 3.281950 5.633004 -1.714617 -0.1 -0.1 0.3
H 3.684876 4.007888 -2.257398 -0.1 0.0 -0.3
H 4.760457 5.393368 -2.552888 0.3 -0.2 0.1
H 5.762834 4.123962 -0.826979 0.0 -0.6 0.1
H 5.130933 5.532118 -0.188195 0.0 0.4 1.0
H 5.924300 2.784676 1.126208 0.0 0.1 -0.5
H 4.560467 2.511634 2.125552 -0.3 0.2 0.0
H 6.179644 5.129806 1.977083 -0.2 -0.1 -0.2
H 6.023615 3.883354 3.212617 0.4 0.4 0.3
H 4.668082 4.912359 2.903402 -0.1 0.1 -0.2
H 2.887136 5.322926 1.361192 0.6 0.1 0.3
H 2.200613 4.553454 0.005105 0.4 -0.1 -0.4
H 1.043517 3.937686 1.850379 -0.3 -0.4 0.1
H 1.830907 2.395348 1.347826 0.0 0.2 -0.4
H 2.375215 3.265836 2.748491 0.2 0.1 0.1
C -0.292199 0.169750 8.138007 1.3 0.1 -0.4
C -0.293594 1.643154 8.535516 -0.6 -0.9 -0.2
N -1.607260 2.238188 8.295187 0.7 0.6 1.0
C -1.883823 3.234560 9.368660 -0.8 -0.7 -0.5
C -2.013625 2.674815 10.820291 0.1 0.0 -1.2
C -1.747622 2.789543 6.918653 0.3 0.5 0.3
C -0.978893 4.091905 6.628626 0.1 -0.6 0.6
H -1.021046 -0.410342 8.704014 0.0 0.1 -0.2
H 0.716584 -0.177678 8.361092 0.1 -0.4 0.4
H -0.340781 -0.033865 7.068295 -0.6 0.2 -0.1
H -0.053196 1.597131 9.597680 -0.3 0.4 0.1
H 0.522874 2.221377 8.102925 0.2 -0.1 -0.4
H -1.187965 4.073409 9.383395 0.3 0.1 -0.1
H -2.842929 3.619337 9.022008 -0.2 0.4 0.5
H -2.717640 1.842829 10.836307 -0.1 0.1 0.1
H -1.069122 2.297774 11.212517 0.0 0.2 0.0
H -2.354177 3.487617 11.461766 -0.1 -0.1 0.1
H -2.792792 2.960322 6.660662 -0.1 -0.2 0.3
H -1.380571 2.058160 6.198618 0.0 -0.4 0.2
H -1.291092 4.906740 7.281827 -0.3 0.1 -0.3
H -1.092887 4.365859 5.579792 0.1 0.1 0.2
H 0.067876 3.926039 6.883310 0.2 0.1 -0.3
C -4.078635 1.673023 0.753791 -0.2 0.2 -0.2
O -3.549697 2.228144 -0.209060 0.0 -0.2 0.5
N -3.745713 1.807111 2.045776 0.4 -0.5 0.1
C -4.479080 1.328405 3.190383 -0.3 -0.3 0.2
C -2.669880 2.667064 2.471780 -0.7 2.0 -0.8
H -4.936561 0.998892 0.606471 -0.1 -0.1 0.1
H -5.200005 0.536166 2.988623 0.3 -0.2 -0.3
H -5.040877 2.118406 3.688764 0.2 0.3 -0.1
H -3.699612 1.020092 3.887148 -0.4 -0.4 0.3
H -2.256938 3.123129 1.572014 0.6 -0.4 0.3
H -3.173974 3.489637 2.979087 0.3 0.2 0.3
H -1.951734 2.284283 3.196934 0.0 -0.6 -0.4
C -4.803074 5.006318 5.429063 0.4 1.2 -0.9
O -4.067839 4.153261 4.958085 -0.7 -0.4 0.6
N -6.071726 4.883931 5.884059 0.3 -1.3 -0.8
C -6.969787 6.013615 6.102406 0.5 -0.5 0.6
C -6.756228 3.580295 5.735807 0.3 0.4 0.5
H -4.473440 6.056758 5.418450 0.0 0.1 0.2
H -7.190021 5.927765 7.166474 -1.0 0.3 -0.1
H -7.805077 5.908647 5.410036 -0.3 0.1 0.4
H -6.565242 7.018204 5.978914 0.6 -0.3 -0.3
H -7.419648 3.608914 4.871428 -0.1 -0.1 0.0
H -6.069195 2.740807 5.629225 0.3 0.5 -0.2
H -7.310528 3.353090 6.646429 -0.3 0.2 -0.1
C -2.925580 11.893864 1.399881 -0.6 -1.5 1.3
O -2.753249 10.688201 1.734966 -0.5 2.2 -1.2
N -4.058658 12.629780 1.604064 2.8 0.1 -1.1
C -4.104607 13.950441 0.972062 -0.2 0.6 -0.5
C -5.233284 12.195848 2.278622 -1.0 -0.6 0.4
H -2.069916 12.465927 1.009017 -0.4 0.0 -0.2
H -4.966247 14.034673 0.309817 -0.2 -0.3 0.0
H -3.245708 14.182194 0.342232 0.2 -0.6 0.1
H -4.166959 14.825328 1.619209 -0.1 -0.4 0.7
H -5.514550 12.981733 2.979610 -0.3 0.0 -0.1
H -6.020694 11.992423 1.552884 -0.3 0.3 0.0
H -5.148613 11.264879 2.839175 0.7 0.0 -0.1
C -3.453747 8.990702 6.109895 0.3 -0.6 -1.5
O -3.583626 8.426823 5.023506 0.1 0.6 1.9
N -4.347500 9.797796 6.694012 -2.9 1.1 -0.5
C -4.038978 10.530590 7.865168 0.6 0.1 1.8
C -5.652150 10.115656 6.063464 0.2 -0.2 -0.1
H -2.585611 8.984696 6.787029 0.5 -0.7 -0.5
H -3.332256 9.985963 8.491286 0.3 -0.1 -0.2
H -4.889839 10.630698 8.539051 -0.4 0.0 -0.3
H -3.614492 11.526071 7.735005 -0.1 0.2 -0.4
H -5.695699 11.083756 5.564492 0.8 0.0 -0.6
H -5.919031 9.303572 5.387154 0.1 0.3 -0.2
H -6.482957 10.288403 6.747579 0.3 -0.7 0.8
C -3.427037 5.822156 -0.579740 -0.2 -0.9 -0.5
O -3.795593 6.807464 0.062263 0.5 0.9 0.1
N -3.748982 5.601552 -1.860238 -1.1 0.8 2.3
C -2.989337 4.656918 -2.613779 0.1 0.1 0.0
C -4.541811 6.591062 -2.560468 0.6 -0.2 -0.9
H -2.870452 4.973798 -0.152296 0.1 0.4 0.3
H -3.661239 4.187499 -3.332309 0.5 0.0 -0.3
H -2.579296 3.892407 -1.953862 0.0 0.0 -0.1
H -2.206257 5.301655 -3.012790 0.4 -0.8 -0.9
H -4.981855 6.089156 -3.422176 -0.3 0.0 0.1
H -5.305249 7.089275 -1.962950 0.3 -0.3 0.2
H -3.840453 7.314214 -2.976713 -0.2 0.5 0.0



22
Properties=species:S:1:pos:R:3:forces:R:3 method="wB97M-V/def2-TZVPD" de_lowest_ev=2.535 charge=+1
C 1.958143 0.433450 1.456567 -0.5 -0.6 0.3
C 1.593403 1.087425 -0.979538 1.1 -0.3 -0.6
C 1.609511 -0.023322 0.087796 -4.4 -1.2 -1.2
C -0.245007 -0.652564 0.014561 3.8 5.7 4.1
N -1.122373 0.159306 0.556467 0.1 1.2 1.2
N -0.419772 -1.663459 -0.694068 -0.9 -1.3 -1.6
N -3.641315 -0.016914 -0.113093 -1.2 1.9 0.3
O 2.189620 -1.202252 -0.387427 0.1 0.5 0.7
H 1.929528 -0.364428 2.173563 -0.3 -0.5 0.3
H 1.272880 1.207443 1.738166 -0.4 0.5 0.3
H 2.931510 0.843183 1.587987 1.0 0.5 -0.5
H 2.745744 1.076003 -1.184651 -2.0 1.0 -0.2
H 1.164734 2.071438 -0.675562 0.9 -0.7 0.3
H 1.002238 0.889268 -1.919296 0.9 -0.5 0.9
H -2.145084 0.199006 0.224491 0.4 -0.6 0.5
H -0.883543 0.766399 1.406537 0.0 -1.2 -2.2
H 0.485160 -2.099864 -0.815040 -0.1 -1.0 -1.2
H -1.358726 -1.825779 -1.051748 0.7 -1.0 -0.2
H -3.828373 -0.510388 -0.984570 -0.5 0.3 0.3
H -4.105571 -0.450877 0.693666 0.1 0.0 -0.7
H -3.999208 0.990642 -0.140592 0.4 -2.0 -0.4
H 2.866491 -0.913716 -0.994220 0.6 -0.3 -0.6



17
Properties=species:S:1:pos:R:3:forces:R:3 method="wB97M-V/def2-TZVPD" de_lowest_ev=4.815 charge=-1
C -1.010134 -0.250285 1.399751 -1.2 -0.8 0.1
C 0.085133 0.816677 1.330611 0.8 0.8 -0.6
C -1.158345 -0.831324 -0.045477 3.4 1.1 -0.9
C -0.369282 0.256033 -0.973972 -3.5 0.3 -0.8
N 0.250344 1.079479 -0.135999 1.1 1.3 2.3
O 1.354384 1.916236 -0.413643 -1.7 -1.0 0.0
O -0.484953 -2.131719 -0.178530 -2.1 0.1 1.5
O 1.817495 -0.259255 -1.616609 1.9 -0.1 -1.2
O -0.649451 0.420262 -2.193615 0.7 -0.6 2.1
H -0.756169 -1.066216 2.076659 0.5 -0.1 -0.1
H -1.995431 0.045233 1.848204 0.7 0.4 -0.8
H -0.107691 1.854920 1.858559 0.3 -2.2 -1.0
H 1.060856 0.378459 1.712847 -1.0 0.8 -0.3
H -2.149688 -0.873499 -0.440465 -0.7 -0.5 0.0
H 0.281923 -2.202850 -0.727790 0.6 1.1 -0.8
H 2.092922 0.261199 -2.395875 -0.2 -1.1 -0.2
H 1.738087 0.586648 -1.104656 0.5 0.3 0.9